128
Properties=species:S:1:pos:R:3:forces:R:3:lowdin_charge:R:1 method="wB97M-V/def2-TZVPD" charge=0 de_lowest_kcal_mol=0.00 energy_ha=-6908.218072 largest_force_ev_per_a=1.1
Bi 0.510509 -1.241050 -0.707263 -0.191 -0.571 0.614 1.537
O 0.642892 3.129047 -1.397662 0.126 -0.024 0.099 -0.543
S -0.572212 2.276986 -1.344363 -0.137 0.177 -0.104 0.856
C -1.942828 3.449992 -1.065676 -0.150 -0.202 0.306 -0.336
C -2.596230 4.107356 -2.096671 0.177 -0.081 -0.039 -0.079
C -3.629022 4.985929 -1.815389 -0.035 0.030 -0.038 -0.071
C -4.021353 5.189289 -0.504558 -0.016 0.074 0.023 -0.063
C -3.330533 4.580328 0.532915 -0.007 -0.097 -0.032 -0.067
C -2.273541 3.709768 0.281161 0.345 -0.127 -0.310 -0.343
P -1.126832 3.084783 1.606061 -0.350 0.081 0.271 1.107
C -1.461825 4.319462 2.941110 -0.030 -0.040 -0.154 -0.376
C -0.597080 5.408237 3.035263 -0.014 -0.022 -0.051 -0.102
C -0.794666 6.389421 3.997438 0.041 0.022 0.018 -0.087
C -1.858441 6.289693 4.881819 -0.031 -0.001 -0.044 -0.089
C -2.730396 5.211836 4.792711 -0.016 -0.008 0.039 -0.079
C -2.531425 4.229397 3.833612 0.089 0.008 -0.026 -0.098
C -2.022425 1.650144 2.306036 0.022 0.111 -0.106 -0.384
C -1.424983 1.027461 3.402350 -0.017 -0.097 0.028 -0.125
C -2.035962 -0.052930 4.019042 -0.008 0.064 0.024 -0.083
C -3.256564 -0.519999 3.546099 -0.004 -0.023 0.008 -0.076
C -3.860714 0.102123 2.465336 -0.032 -0.029 0.068 -0.075
C -3.245240 1.180202 1.841500 0.031 0.014 0.015 -0.076
C -0.882350 1.763062 -3.055190 -0.208 0.012 -0.011 -0.405
C -0.336241 2.594637 -4.023683 0.033 0.105 0.104 -0.106
C -0.515908 2.314747 -5.365479 0.026 0.009 -0.087 -0.062
C -1.227290 1.185915 -5.735514 0.030 -0.044 -0.055 -0.069
C -1.726956 0.326242 -4.771164 0.114 -0.022 0.142 -0.094
C -1.569893 0.587707 -3.408721 0.010 -0.017 0.035 -0.378
P -2.189306 -0.612352 -2.139386 -0.412 0.138 -0.609 1.056
C -2.904254 -2.024559 -3.081938 -0.079 0.104 0.082 -0.341
C -2.513013 -3.326970 -2.800645 0.080 0.137 0.005 -0.089
C -3.153146 -4.400001 -3.407305 -0.018 -0.035 0.008 -0.055
C -4.195573 -4.182302 -4.289197 0.037 -0.067 0.028 -0.076
C -4.609212 -2.883642 -4.564046 -0.030 0.098 -0.034 -0.078
C -3.977023 -1.813591 -3.957941 0.029 -0.064 0.038 -0.109
C -3.801093 0.175618 -1.692361 0.141 -0.093 0.166 -0.350
C -4.296167 1.298692 -2.344176 0.008 0.017 0.081 -0.102
C -5.567894 1.776566 -2.051506 0.025 0.063 -0.046 -0.077
C -6.358140 1.129801 -1.115623 -0.017 0.007 -0.012 -0.079
C -5.878471 -0.009738 -0.481473 0.002 -0.010 -0.021 -0.085
C -4.611133 -0.489784 -0.768281 0.157 0.054 0.004 -0.109
H -2.290320 3.954101 -3.121894 -0.035 -0.099 -0.038 0.105
H -4.126082 5.507968 -2.623355 -0.012 -0.033 0.002 0.110
H -4.849260 5.851246 -0.283264 0.020 0.001 0.017 0.108
H -3.620711 4.796124 1.551111 0.044 0.010 0.068 0.100
H 0.231603 5.487567 2.339466 0.011 0.001 0.026 0.101
H -0.115132 7.230732 4.060001 -0.009 -0.023 -0.010 0.102
H -2.011270 7.051689 5.635833 -0.003 -0.012 -0.013 0.102
H -3.572215 5.138838 5.471257 0.043 -0.019 -0.004 0.104
H -3.209680 3.386684 3.773690 -0.011 0.002 0.025 0.107
H -0.491337 1.419755 3.797298 0.001 -0.039 -0.041 0.094
H -1.576012 -0.518726 4.883438 0.014 -0.005 -0.049 0.101
H -3.733157 -1.370085 4.018388 0.012 0.034 -0.024 0.107
H -4.823896 -0.243426 2.113404 0.081 -0.046 -0.041 0.094
H -3.725165 1.664455 0.999089 -0.035 -0.036 -0.014 0.096
H 0.230509 3.459170 -3.697955 0.025 -0.045 -0.007 0.114
H -0.089567 2.965582 -6.118542 -0.015 0.001 0.031 0.112
H -1.370729 0.950719 -6.782888 0.023 -0.011 0.022 0.112
H -2.215422 -0.584564 -5.079473 -0.012 -0.030 -0.040 0.096
H -1.707594 -3.512256 -2.109671 0.067 -0.033 0.033 0.050
H -2.828286 -5.406566 -3.177911 0.011 0.026 -0.016 0.114
H -4.695709 -5.022748 -4.755444 0.010 0.033 0.000 0.103
H -5.437838 -2.703806 -5.238554 0.027 -0.012 0.010 0.102
H -4.332195 -0.809047 -4.149927 -0.029 0.013 -0.003 0.104
H -3.704502 1.794497 -3.099542 0.023 0.060 -0.019 0.093
H -5.940616 2.650672 -2.572225 0.009 -0.005 0.033 0.104
H -7.351356 1.501996 -0.895044 0.023 -0.015 0.009 0.103
H -6.500431 -0.532445 0.234974 0.007 -0.017 -0.012 0.106
H -4.236237 -1.383352 -0.284709 -0.028 -0.053 0.089 0.058
O 1.499980 0.802893 0.792939 0.476 0.356 -0.103 -0.701
S 2.318266 2.047718 1.068708 0.008 -0.111 0.272 0.952
C 2.962212 1.843584 2.788933 -0.151 0.045 -0.324 -0.287
C 3.751107 0.566842 3.084799 -0.047 -0.016 -0.037 -0.214
C 3.065370 -0.363682 4.076760 0.074 0.001 -0.123 -0.214
C 1.745387 -0.912499 3.570819 -0.014 -0.074 -0.164 -0.311
S 1.691570 -2.282440 2.366084 0.339 0.100 -0.027 0.936
O 2.294947 -1.828031 1.035782 -0.239 -0.015 0.038 -0.697
C 2.938967 -3.364346 3.042375 -0.195 -0.089 -0.030 -0.386
C 2.534725 -4.303859 3.980884 0.014 0.061 0.013 -0.071
C 3.468073 -5.200807 4.480093 -0.009 0.025 0.000 -0.068
C 4.781119 -5.153962 4.030234 0.029 -0.019 0.023 -0.073
C 5.165124 -4.224510 3.071733 -0.018 0.014 -0.029 -0.067
C 4.238816 -3.324359 2.564616 0.023 0.055 -0.030 -0.077
C 3.936113 1.934669 0.290940 -0.070 -0.095 0.154 -0.425
C 4.648432 3.119439 0.173624 -0.158 0.104 0.045 -0.090
C 5.933995 3.092975 -0.341741 0.092 0.009 -0.021 -0.073
C 6.506817 1.885481 -0.719718 -0.036 -0.029 -0.001 -0.070
C 5.779510 0.708702 -0.614143 -0.032 0.002 0.017 -0.085
C 4.481754 0.734147 -0.124482 0.000 -0.101 0.117 -0.173
H 2.074468 1.930181 3.421803 -0.014 0.074 -0.038 0.081
H 3.566407 2.740509 2.934971 -0.057 0.024 0.024 0.091
H 4.738167 0.828346 3.467470 0.009 0.043 -0.029 0.123
H 3.913620 0.010705 2.168090 0.072 -0.079 -0.189 0.079
H 2.866635 0.171633 5.009972 0.010 -0.033 0.027 0.122
H 3.748289 -1.182080 4.312780 -0.043 -0.025 0.119 0.107
H 1.155306 -0.149489 3.055125 -0.093 -0.041 0.091 0.055
H 1.147120 -1.316813 4.392468 -0.066 0.003 -0.061 0.095
H 1.498886 -4.339195 4.299978 0.027 -0.046 -0.020 0.117
H 3.164221 -5.951318 5.198248 0.016 0.038 0.013 0.109
H 5.507869 -5.854805 4.422136 -0.026 0.000 -0.039 0.107
H 6.183025 -4.209841 2.702691 -0.017 0.007 0.035 0.110
H 4.503794 -2.609510 1.794364 -0.004 -0.046 0.001 0.114
H 4.194157 4.058733 0.472896 0.004 -0.029 -0.045 0.114
H 6.489355 4.015077 -0.456878 -0.017 -0.007 0.033 0.106
H 7.515462 1.863188 -1.112003 -0.016 0.013 -0.006 0.106
H 6.211829 -0.233580 -0.924634 -0.024 0.021 -0.052 0.098
H 3.890145 -0.172425 -0.085346 0.009 -0.044 0.120 0.059
Cl 1.587247 -0.826596 -4.568375 -0.228 -0.026 -0.013 0.327
Si 2.251076 -0.493112 -2.647604 0.514 0.487 -0.797 -0.682
Cl 2.974886 1.448532 -2.795480 -0.231 -0.040 -0.007 0.324
Cl 3.973340 -1.626125 -2.560123 0.103 -0.240 0.238 0.332
S -0.297208 -3.946629 0.406850 0.188 -0.216 -0.111 0.519
C -1.829492 -3.351717 0.584025 -0.455 0.203 0.233 -0.927
N -2.902007 -2.918512 0.691106 0.000 0.064 0.030 0.058
O 0.273214 -4.212562 -3.915846 0.073 0.089 -0.028 0.086
C 0.904081 -3.782893 -2.976005 -0.399 -0.034 0.010 -0.601
O 0.511912 -2.696889 -2.324727 0.441 0.123 0.201 -0.484
C 2.167713 -4.474861 -2.548735 0.093 0.094 0.016 -0.168
C 2.577166 -4.581501 -1.227028 0.012 0.113 0.011 -0.074
C 3.750286 -5.248807 -0.907925 0.079 -0.038 0.001 -0.076
C 4.535989 -5.795426 -1.912918 -0.053 0.032 0.005 -0.089
C 4.140707 -5.671354 -3.239459 0.062 -0.029 0.013 -0.078
C 2.954381 -5.029719 -3.553501 -0.016 -0.004 -0.031 -0.030
H 1.981812 -4.145213 -0.438827 0.070 0.034 -0.009 0.009
H 4.058814 -5.334488 0.127787 -0.047 -0.010 -0.004 0.095
H 5.448780 -6.322202 -1.662634 0.014 0.043 -0.016 0.099
H 4.764425 -6.074434 -4.028281 -0.050 -0.019 0.008 0.102
H 2.626383 -4.935017 -4.580440 -0.007 -0.020 0.020 0.121